1.
{"formula": "C6H10S", "method": "wB97M-V/def2-TZVPD", "symbols": ["C", "C", "C", "C", "C", "C", "S", "H", "H", "H", "H", "H", "H", "H", "H", "H", "H"], "positions_angstrom": [[-1.486, 0.206, -0.387], [-0.079, -0.069, -0.854], [0.102, 0.017, -2.350], [0.965, -0.354, -0.063], [1.074, -0.449, 1.425], [0.307, 0.401, 2.381], [-0.130, -1.349, 2.466], [-1.689, 1.263, -0.407], [-1.692, -0.198, 0.629], [-2.211, -0.303, -1.062], [-0.244, 1.023, -2.705], [-0.490, -0.735, -2.856], [1.165, -0.106, -2.653], [1.922, -0.537, -0.537], [2.094, -0.648, 1.755], [0.838, 0.795, 3.247], [-0.443, 1.044, 1.974]], "forces_ev_per_a": [[-0.34, -1.33, 0.34], [0.31, -0.12, 0.16], [0.63, 0.95, -0.03], [-0.31, 0.06, 0.06], [0.05, 0.21, 0.06], [0.50, -0.29, 0.22], [-0.01, -0.05, 0.02], [-0.18, 0.50, -0.04], [0.24, 0.36, -0.65], [0.44, 0.43, 0.30], [0.24, -0.81, 0.18], [-0.22, -0.17, -0.15], [-0.69, 0.07, 0.23], [0.01, 0.00, -0.19], [-0.24, -0.01, -0.13], [-0.13, -0.10, -0.21], [-0.32, 0.29, -0.17]], "homo_ev": -8.617, "smiles": "CC(C)=C[C@H]1CS1", "e_tot_ha": -632.76246, "lumo_energy_ev": 0.97, "molar_mass_da": 114.213, "de_lowest_kcal_mol": 29.5, "homo_lumo_gap_ev": 9.59}

2.
{"formula": "C2H8OS", "method": "wB97M-V/def2-TZVPD", "symbols": ["C", "S", "C", "H", "H", "H", "H", "H", "H", "O", "H", "H"], "positions_angstrom": [[-0.926, -1.580, -0.421], [-0.563, -0.423, -1.779], [0.427, 0.854, -0.985], [-1.471, -2.420, -0.884], [-1.547, -1.164, 0.391], [0.011, -1.966, 0.015], [-0.236, 1.662, -0.636], [1.279, 1.304, -1.523], [0.814, 0.312, -0.105], [0.780, 1.516, 2.110], [1.442, 0.971, 1.627], [-0.009, 0.934, 2.190]], "forces_ev_per_a": [[0.27, -0.01, 0.21], [-0.21, -0.31, -0.76], [-0.20, 0.05, 1.31], [0.24, 0.39, 0.19], [0.18, 0.01, -0.45], [-0.34, 0.08, -0.19], [0.45, -0.29, -0.04], [-0.55, -0.62, -0.24], [0.12, 0.58, -0.33], [-0.09, -1.10, -0.23], [-0.73, 0.61, 0.61], [0.87, 0.60, -0.09]], "homo_ev": -8.632, "smiles": "CSC.O", "e_tot_ha": -554.39838, "lumo_energy_ev": 0.70, "molar_mass_da": 80.152, "de_lowest_kcal_mol": 12.2, "homo_lumo_gap_ev": 9.34}

3.
{"formula": "C54H58N3O3S4SiTi", "method": "wB97M-V/def2-TZVPD", "symbols": ["Ti", "C", "C", "C", "C", "C", "C", "C", "S", "O", "C", "C", "C", "C", "C", "C", "C", "C", "C", "C", "C", "C", "C", "C", "C", "C", "C", "C", "C", "C", "S", "O", "C", "C", "C", "C", "C", "C", "C", "H", "H", "H", "H", "H", "H", "H", "H", "H", "H", "H", "H", "H", "H", "H", "H", "H", "H", "H", "H", "H", "H", "H", "H", "H", "H", "C", "N", "C", "C", "N", "C", "S", "C", "C", "C", "C", "C", "N", "H", "H", "H", "H", "H", "H", "H", "H", "H", "C", "Si", "C", "C", "C", "C", "H", "H", "H", "H", "H", "H", "H", "H", "H", "C", "C", "C", "S", "O", "C", "C", "C", "H", "H", "H", "H", "H", "H", "H", "H", "H", "H", "H", "H", "H", "H"], "positions_angstrom": [[0.009, 0.051, 0.161], [7.358, 1.298, 3.882], [6.002, 0.809, 3.486], [4.874, 1.617, 3.646], [3.614, 1.165, 3.305], [3.489, -0.117, 2.776], [4.599, -0.932, 2.573], [5.846, -0.465, 2.944], [1.962, -0.849, 2.357], [1.184, 0.324, 1.601], [1.095, -1.164, 3.882], [1.298, -2.522, 4.230], [0.792, -3.001, 5.401], [0.017, -2.172, 6.240], [-0.552, -2.672, 7.436], [-1.325, -1.870, 8.223], [-1.566, -0.530, 7.848], [-1.026, -0.019, 6.705], [-0.213, -0.826, 5.867], [0.368, -0.309, 4.675], [0.144, 1.125, 4.374], [0.879, 2.112, 5.091], [1.827, 1.763, 6.085], [2.521, 2.733, 6.748], [2.311, 4.096, 6.449], [1.411, 4.460, 5.488], [0.672, 3.479, 4.788], [-0.270, 3.848, 3.790], [-0.999, 2.903, 3.134], [-0.790, 1.542, 3.460], [-1.704, 0.292, 2.632], [-1.522, 0.706, 1.096], [-3.396, 0.658, 2.946], [-4.312, -0.075, 2.198], [-5.661, 0.078, 2.449], [-6.112, 0.928, 3.460], [-7.571, 1.086, 3.744], [-5.171, 1.626, 4.214], [-3.814, 1.502, 3.969], [7.324, 2.321, 4.242], [8.044, 1.253, 3.036], [7.773, 0.670, 4.669], [4.988, 2.614, 4.048], [2.752, 1.801, 3.424], [4.488, -1.913, 2.137], [6.714, -1.093, 2.802], [1.854, -3.168, 3.569], [0.962, -4.030, 5.686], [-0.361, -3.697, 7.713], [-1.754, -2.254, 9.136], [-2.177, 0.096, 8.480], [-1.211, 1.014, 6.442], [1.996, 0.722, 6.320], [3.234, 2.459, 7.512], [2.863, 4.850, 6.988], [1.244, 5.502, 5.257], [-0.411, 4.898, 3.571], [-1.733, 3.174, 2.388], [-3.970, -0.761, 1.432], [-6.381, -0.479, 1.866], [-8.176, 0.464, 3.090], [-7.877, 2.122, 3.610], [-7.791, 0.814, 4.775], [-5.506, 2.281, 5.006], [-3.106, 2.051, 4.569], [4.192, -1.766, -2.997], [2.787, -2.102, -3.182], [2.280, -2.823, -4.239], [0.952, -2.931, -4.051], [0.644, -2.271, -2.864], [1.790, -1.756, -2.346], [2.099, -0.847, -0.933], [-0.686, -2.235, -2.358], [-1.501, -3.334, -2.594], [-2.840, -3.240, -2.260], [-3.317, -2.053, -1.716], [-2.410, -1.044, -1.462], [-1.104, -1.125, -1.756], [4.767, -2.311, -3.741], [4.507, -2.063, -1.999], [4.336, -0.695, -3.125], [2.906, -3.182, -5.032], [0.197, -3.379, -4.662], [-1.099, -4.236, -3.027], [-3.502, -4.076, -2.436], [-4.360, -1.922, -1.475], [-2.732, -0.125, -0.980], [-2.978, -5.019, 1.157], [-1.570, -4.326, 2.163], [-0.181, -5.564, 2.368], [-2.169, -3.621, 3.790], [-0.899, -2.851, 1.225], [-0.460, -1.815, 0.760], [-3.457, -5.829, 1.705], [-2.632, -5.427, 0.211], [-3.736, -4.265, 0.957], [-0.506, -6.560, 2.072], [0.144, -5.623, 3.404], [0.681, -5.306, 1.756], [-2.161, -4.381, 4.568], [-3.188, -3.249, 3.709], [-1.530, -2.802, 4.126], [-1.179, 4.784, -0.764], [-1.622, 4.443, -2.177], [-1.957, 2.967, -2.347], [-0.639, 1.752, -2.594], [-0.158, 1.439, -1.142], [0.744, 2.591, -3.368], [1.618, 3.543, -2.565], [2.474, 2.860, -1.509], [-0.882, 5.828, -0.690], [-0.335, 4.170, -0.445], [-1.995, 4.621, -0.061], [-0.883, 4.757, -2.912], [-2.529, 4.994, -2.431], [-2.628, 2.781, -3.186], [-2.442, 2.570, -1.449], [0.266, 3.078, -4.224], [1.339, 1.767, -3.769], [1.034, 4.351, -2.126], [2.264, 4.014, -3.311], [1.887, 2.546, -0.640], [3.241, 3.550, -1.164], [2.977, 1.978, -1.910]], "forces_ev_per_a": [[0.19, -0.95, -1.15], [0.07, 0.02, -0.02], [-0.06, 0.01, -0.01], [-0.08, -0.05, -0.04], [0.11, -0.05, -0.07], [-0.05, 0.15, 0.11], [0.03, 0.06, 0.06], [-0.01, -0.03, -0.04], [0.00, 0.14, -0.02], [0.09, -0.12, 0.10], [0.15, -0.11, -0.10], [-0.09, 0.06, 0.24], [0.12, 0.06, -0.08], [0.06, -0.08, 0.07], [-0.01, 0.08, -0.02], [0.03, -0.01, -0.04], [0.02, 0.00, -0.01], [-0.04, -0.01, 0.04], [-0.10, 0.01, 0.07], [-0.03, -0.15, -0.02], [0.08, 0.19, -0.08], [0.08, 0.01, 0.01], [-0.01, 0.05, -0.01], [0.00, 0.01, 0.02], [-0.07, -0.05, -0.08], [0.05, -0.06, 0.05], [-0.02, 0.09, -0.03], [-0.06, -0.10, -0.04], [0.06, 0.07, 0.13], [-0.19, 0.07, -0.05], [-0.13, 0.03, -0.10], [-0.10, -0.03, 0.45], [0.03, 0.09, 0.01], [-0.01, -0.01, 0.01], [0.02, 0.01, 0.02], [0.06, -0.02, -0.04], [-0.06, -0.01, 0.00], [0.07, 0.00, -0.01], [-0.05, -0.03, -0.09], [0.01, 0.07, 0.03], [0.03, 0.00, -0.01], [0.04, -0.04, 0.05], [0.01, 0.07, 0.03], [-0.07, 0.04, 0.00], [-0.02, -0.12, -0.04], [0.05, -0.04, -0.01], [0.09, -0.11, -0.12], [0.00, -0.07, 0.01], [0.01, -0.11, 0.03], [-0.03, -0.03, 0.06], [-0.04, 0.04, 0.04], [-0.01, 0.02, 0.01], [0.02, -0.07, 0.02], [0.02, -0.01, 0.02], [0.05, 0.08, 0.05], [-0.01, 0.09, -0.02], [-0.01, 0.04, -0.02], [-0.02, 0.01, -0.03], [0.03, -0.04, -0.03], [-0.04, -0.03, -0.03], [-0.04, -0.03, -0.03], [-0.02, 0.06, 0.00], [-0.03, -0.01, 0.06], [-0.02, 0.04, 0.05], [0.08, 0.04, 0.05], [0.10, 0.02, 0.02], [-0.36, 0.02, 0.16], [-0.32, -0.06, -0.01], [0.24, -0.04, -0.13], [0.26, 0.02, 0.08], [0.08, 0.10, 0.05], [-0.12, 0.04, 0.10], [-0.10, 0.02, -0.02], [0.03, 0.21, 0.05], [-0.02, 0.15, 0.07], [0.19, -0.02, -0.05], [-0.17, -0.03, 0.01], [0.05, 0.01, 0.24], [-0.01, 0.05, 0.05], [0.03, 0.02, -0.03], [0.04, -0.02, 0.02], [0.06, -0.07, -0.12], [-0.07, -0.06, -0.09], [0.03, -0.05, -0.02], [-0.03, -0.02, 0.00], [-0.08, 0.01, 0.02], [0.02, -0.08, -0.03], [0.11, 0.02, 0.11], [-0.02, -0.02, -0.02], [-0.07, 0.12, -0.04], [0.08, 0.07, -0.12], [-0.06, -0.31, 0.28], [0.07, 0.23, -0.01], [-0.06, -0.10, 0.06], [0.06, -0.04, -0.13], [-0.09, 0.11, -0.03], [-0.05, -0.08, -0.01], [0.05, 0.00, 0.12], [0.07, 0.02, -0.06], [-0.02, -0.13, 0.10], [-0.13, 0.07, -0.04], [-0.07, -0.03, -0.05], [0.08, 0.03, 0.06], [-0.05, -0.04, -0.02], [0.03, 0.00, 0.00], [-0.02, -0.08, 0.19], [-0.11, 0.42, -0.01], [-0.17, 0.04, -0.15], [0.03, 0.07, -0.02], [0.04, 0.02, 0.23], [0.00, 0.04, 0.00], [0.02, -0.01, 0.03], [-0.06, -0.02, 0.06], [0.00, 0.01, -0.07], [0.00, 0.01, 0.05], [0.03, 0.03, -0.11], [-0.07, -0.01, -0.06], [0.02, 0.03, -0.05], [0.00, 0.00, 0.00], [0.02, -0.06, -0.02], [0.02, 0.00, 0.05], [0.18, 0.11, -0.18], [0.06, 0.02, 0.04], [-0.01, 0.01, 0.00]], "homo_ev": -14.748, "e_tot_ha": -5213.49576, "lumo_energy_ev": -7.92, "molar_mass_da": 1001.297, "total_charge": 3, "de_lowest_kcal_mol": 17.8, "homo_lumo_gap_ev": 6.83}

4.
{"formula": "C29H32F6Ge2KNO2Sb", "method": "wB97M-V/def2-TZVPD", "symbols": ["K", "F", "Sb", "F", "F", "F", "F", "F", "C", "Ge", "C", "C", "Ge", "C", "C", "C", "C", "C", "C", "C", "C", "C", "C", "C", "C", "H", "H", "H", "H", "H", "H", "H", "H", "H", "H", "H", "H", "H", "H", "H", "H", "H", "H", "H", "C", "O", "C", "C", "C", "C", "C", "C", "N", "C", "C", "C", "C", "C", "C", "C", "O", "H", "H", "H", "H", "H", "H", "H", "H", "H", "H", "H", "H", "H"], "positions_angstrom": [[0.972, -1.341, 0.645], [1.069, 0.886, 0.105], [2.215, 1.432, 1.722], [2.491, 3.032, 0.782], [3.565, 0.492, 0.819], [0.612, 2.116, 2.408], [1.744, -0.231, 2.513], [3.305, 1.962, 3.126], [0.104, 5.237, -2.635], [-0.192, 4.178, -1.009], [0.391, 5.094, 0.602], [-2.041, 3.555, -0.892], [1.108, 2.184, -1.667], [3.007, 2.070, -1.966], [3.803, 3.212, -1.894], [5.167, 3.132, -2.117], [5.749, 1.904, -2.389], [4.971, 0.757, -2.450], [3.604, 0.841, -2.247], [0.214, 0.926, -2.835], [0.815, 0.587, -4.048], [0.140, -0.186, -4.978], [-1.141, -0.634, -4.706], [-1.753, -0.306, -3.505], [-1.082, 0.477, -2.579], [-0.482, 6.155, -2.585], [-0.206, 4.688, -3.525], [1.153, 5.512, -2.741], [-0.245, 5.971, 0.725], [1.426, 5.418, 0.524], [0.285, 4.457, 1.477], [-2.684, 4.405, -0.664], [-2.158, 2.822, -0.093], [-2.371, 3.118, -1.833], [3.361, 4.171, -1.648], [5.777, 4.023, -2.064], [6.817, 1.838, -2.550], [5.431, -0.200, -2.656], [2.999, -0.058, -2.306], [1.818, 0.932, -4.275], [0.616, -0.434, -5.918], [-1.670, -1.235, -5.434], [-2.750, -0.657, -3.295], [-1.573, 0.732, -1.646], [-1.749, -5.443, 1.229], [-0.729, -5.327, 0.246], [0.442, -4.775, 0.606], [0.746, -4.335, 1.892], [2.005, -3.823, 2.181], [2.979, -3.746, 1.195], [2.673, -4.167, -0.092], [1.412, -4.649, -0.399], [1.141, -5.041, -1.732], [0.059, -4.881, -2.495], [-1.072, -4.090, -2.347], [-2.189, -4.412, -3.180], [-3.386, -3.792, -3.033], [-3.521, -2.788, -2.037], [-2.472, -2.393, -1.272], [-1.169, -2.981, -1.422], [-0.171, -2.528, -0.806], [-2.587, -5.918, 0.728], [-2.051, -4.457, 1.593], [-1.418, -6.065, 2.064], [0.008, -4.405, 2.678], [2.229, -3.507, 3.191], [3.964, -3.366, 1.425], [3.420, -4.104, -0.874], [1.886, -5.568, -2.162], [0.090, -5.512, -3.378], [-2.072, -5.204, -3.910], [-4.233, -4.063, -3.646], [-4.484, -2.311, -1.902], [-2.579, -1.605, -0.537]], "forces_ev_per_a": [[0.53, -1.24, 0.39], [0.25, 1.55, -0.27], [0.25, 0.57, 0.51], [0.06, -0.12, -0.04], [-0.14, 0.05, -0.05], [0.03, -0.01, -0.08], [0.27, 0.60, 0.73], [-0.06, -0.07, 0.02], [-0.04, -0.01, 0.07], [0.01, -0.03, -0.16], [0.01, -0.04, -0.04], [0.06, 0.03, 0.02], [0.07, -0.29, 0.14], [-0.07, 0.03, -0.04], [-0.09, 0.08, 0.03], [0.05, 0.01, 0.01], [0.04, 0.00, -0.01], [0.00, -0.02, 0.00], [-0.08, -0.02, -0.04], [-0.04, 0.09, 0.11], [0.20, 0.05, -0.04], [0.05, -0.05, -0.06], [-0.05, -0.03, -0.03], [0.04, 0.12, -0.05], [-0.03, -0.01, 0.08], [-0.02, 0.02, 0.02], [0.00, -0.02, 0.00], [0.01, 0.00, 0.01], [-0.02, 0.02, -0.01], [-0.01, -0.01, -0.01], [0.00, 0.00, -0.02], [0.00, 0.03, 0.00], [0.01, 0.00, 0.01], [0.01, -0.01, -0.01], [0.00, 0.00, 0.00], [0.01, 0.02, 0.00], [0.02, 0.00, -0.01], [0.00, -0.02, -0.01], [0.01, 0.00, 0.01], [-0.06, 0.00, 0.00], [0.01, 0.00, -0.02], [-0.02, -0.01, -0.01], [-0.03, 0.06, -0.04], [-0.01, 0.01, -0.02], [-0.08, 0.00, 0.04], [0.11, 0.02, -0.07], [0.05, -0.03, 0.05], [0.04, -0.03, 0.02], [0.04, -0.13, 0.00], [0.02, -0.05, 0.08], [0.02, 0.02, 0.02], [0.00, 0.10, 0.10], [0.00, -0.01, -0.12], [-0.01, 0.00, 0.02], [0.09, 0.03, -0.01], [-0.05, 0.00, -0.01], [0.03, -0.06, -0.07], [-0.07, -0.06, 0.09], [-0.01, -0.13, 0.15], [-0.04, -0.07, -0.04], [-1.26, -0.85, -1.30], [0.01, 0.02, 0.03], [0.01, -0.04, -0.01], [-0.02, 0.01, -0.02], [0.00, -0.02, 0.00], [0.00, 0.04, 0.01], [0.01, -0.01, -0.01], [-0.02, 0.02, -0.04], [-0.05, -0.07, 0.03], [0.00, 0.02, 0.00], [0.00, -0.02, -0.04], [-0.01, -0.01, -0.02], [-0.02, 0.01, 0.01], [0.01, 0.01, 0.00]], "homo_ev": -10.606, "e_tot_ha": -6922.68574, "lumo_energy_ev": -3.06, "molar_mass_da": 846.646, "total_charge": 1, "de_lowest_kcal_mol": 26.0, "homo_lumo_gap_ev": 7.55}